Entry from the Open Molecules 2025 dataset: a structure of composition C52H49MnN8O4S2Sb in a non-equilibrium geometry (ωB97M-V/def2-TZVPD).

Summary:
Energy relative to the best compared isomer or geometry (same formula, charge and spin), kcal per mole: 16.75
Gap between HOMO and LUMO (spin up / spin down), hartree: 0.228 / 0.286
Charge: +1
Multiplicity: 5

Each line ends with the Löwdin charge.
Element x y z (Å)
1 Mn 0.29798 0.05733 -0.24113  0.52
2 O 1.62938 0.59412 3.45478  0.10
3 C 0.80426 0.16099 2.67582  -0.54
4 O 0.94337 0.28424 1.38816  -0.25
5 C -0.44660 -0.51759 3.16917  -0.14
6 C -0.58106 -0.57493 4.55714  -0.01
7 C -1.69523 -1.12182 5.15914  -0.06
8 C -2.71717 -1.61768 4.36481  -0.07
9 C -2.60022 -1.58525 2.99224  -0.13
10 C -1.46636 -1.05394 2.36879  -0.54
11 S -1.46634 -1.18157 0.61214  0.75
12 H 0.22840 -0.17488 5.14614  0.12
13 H -1.76981 -1.16524 6.23360  0.11
14 H -3.59933 -2.04330 4.81590  0.11
15 H -3.38735 -1.98393 2.37289  0.10
16 C 0.86540 -5.23329 -2.41195  -0.06
17 N 1.04845 -4.19284 -1.43233  -0.12
18 C 1.34314 -2.90603 -1.64946  -0.16
19 N 1.30588 -2.23059 -0.51551  0.05
20 C 0.99211 -3.18534 0.39749  -0.21
21 N 0.82319 -4.36871 -0.12952  0.14
22 C -0.03619 -4.78429 -3.53820  -0.20
23 C 0.17754 -5.23551 -4.83605  -0.02
24 C -0.69559 -4.88276 -5.85338  -0.05
25 C -1.79046 -4.08297 -5.58648  -0.01
26 C -2.00341 -3.61314 -4.28839  -0.17
27 C -1.12570 -3.96571 -3.26628  0.00
28 C -3.20702 -2.85189 -4.01353  -0.31
29 N -4.31884 -2.96944 -4.67345  0.12
30 N -5.21975 -2.17546 -4.09245  0.12
31 C -4.63131 -1.56974 -3.10544  -0.27
32 O -3.33178 -1.95268 -2.99680  0.06
33 C -5.26914 -0.56474 -2.27281  -0.13
34 C -6.62238 -0.71646 -1.97756  0.00
35 C -7.28453 0.26568 -1.26620  -0.04
36 C -6.60956 1.40230 -0.85704  -0.02
37 C -5.26192 1.57079 -1.15694  -0.19
38 C -4.60226 2.86675 -0.74104  -0.07
39 N -3.17568 2.76184 -0.61870  -0.12
40 C -2.47640 1.78820 -0.03094  -0.16
41 N -1.18018 2.02488 -0.16433  0.06
42 C -1.14980 3.20605 -0.82966  -0.20
43 N -2.33735 3.66553 -1.12604  0.13
44 C -4.59070 0.57947 -1.85950  0.03
45 H 0.39566 -6.07386 -1.89076  0.15
46 H 1.83652 -5.56611 -2.79915  0.14
47 H 1.57824 -2.51222 -2.61450  0.11
48 H 0.88354 -2.99177 1.44577  0.12
49 H 1.01287 -5.88778 -5.04265  0.12
50 H -0.53025 -5.25877 -6.85011  0.11
51 H -2.50058 -3.83969 -6.36108  0.12
52 H -1.32275 -3.62685 -2.25935  0.13
53 H -7.13372 -1.60686 -2.30252  0.12
54 H -8.33246 0.15495 -1.03833  0.11
55 H -7.13074 2.17107 -0.30582  0.12
56 H -5.01958 3.19416 0.21829  0.14
57 H -4.80541 3.64926 -1.48149  0.14
58 H -2.92265 0.95046 0.47015  0.09
59 H -0.25264 3.74384 -1.06041  0.10
60 H -3.54442 0.68605 -2.11016  0.11
61 O -0.18881 -0.05215 -2.23458  -0.67
62 S -0.83559 -0.80093 -3.37967  1.03
63 C -1.58002 0.50532 -4.45117  -0.25
64 C -0.64996 0.75011 -5.62662  -0.20
65 C 0.03488 -0.58020 -5.91146  -0.20
66 C 0.54042 -1.08197 -4.57158  -0.27
67 H -1.74402 1.38719 -3.83596  0.10
68 H -2.53603 0.10053 -4.78165  0.10
69 H 0.10184 1.49331 -5.36453  0.08
70 H -1.19531 1.11849 -6.49504  0.13
71 H 0.85697 -0.46407 -6.61786  0.13
72 H -0.67965 -1.30166 -6.31263  0.11
73 H 1.38539 -0.49768 -4.20021  0.09
74 H 0.77435 -2.14600 -4.59662  0.08
75 C 4.68298 0.93971 -4.15326  -0.04
76 C 3.44285 1.76775 -4.27878  -0.32
77 C 3.23931 2.45572 -5.47578  -0.04
78 C 2.17190 3.31461 -5.64688  -0.07
79 C 1.23877 3.45178 -4.63076  -0.10
80 C 1.40842 2.74012 -3.45781  -0.16
81 C 2.51816 1.92607 -3.25101  -0.30
82 Sb 2.53893 1.21377 -1.16912  1.67
83 C 4.37095 0.10823 -0.80363  -0.30
84 C 4.41977 -1.12085 -1.45651  -0.18
85 C 5.50946 -1.96054 -1.32212  -0.08
86 C 6.56640 -1.56966 -0.51652  -0.06
87 C 6.49553 -0.37137 0.16951  -0.03
88 C 5.39612 0.47854 0.06269  -0.28
89 C 5.34721 1.72474 0.88878  -0.03
90 C 2.79973 3.20185 -0.36443  -0.32
91 C 1.97257 3.49478 0.71279  -0.15
92 C 2.01613 4.73435 1.32184  -0.07
93 C 2.88924 5.69270 0.84161  -0.06
94 C 3.71444 5.40046 -0.22805  -0.04
95 C 3.69063 4.15721 -0.85149  -0.31
96 C 4.62868 3.88738 -1.98914  -0.05
97 H 4.80829 0.30546 -5.03033  0.09
98 H 4.66133 0.32968 -3.25603  0.03
99 H 5.55266 1.59578 -4.09603  0.10
100 H 3.96209 2.32232 -6.26860  0.12
101 H 2.07206 3.88123 -6.55919  0.11
102 H 0.38922 4.10790 -4.74803  0.11
103 H 0.66140 2.82197 -2.67654  0.06
104 H 3.58818 -1.42019 -2.08912  0.07
105 H 5.53513 -2.90837 -1.84174  0.11
106 H 7.43355 -2.20638 -0.41312  0.11
107 H 7.31122 -0.08193 0.81536  0.12
108 H 6.13554 1.71114 1.63697  0.09
109 H 4.38520 1.80725 1.39508  0.08
110 H 5.48510 2.60878 0.26958  0.07
111 H 1.30074 2.73421 1.09822  0.07
112 H 1.38363 4.94208 2.16947  0.11
113 H 2.93357 6.66528 1.30418  0.11
114 H 4.40900 6.14689 -0.58160  0.12
115 H 5.54254 4.46853 -1.87584  0.09
116 H 4.16574 4.16819 -2.93646  0.09
117 H 4.88346 2.82963 -2.03873  0.05